No. 1
{
  "formula": "C3H40NO17",
  "method": "wB97M-V/def2-TZVPD",
  "relative_energy_kj_mol": 212.0,
  "e_homo_ev": -6.8,
  "charge": -1,
  "gap_ha": 0.336,
  "symbols": ["C", "C", "C", "O", "N", "H", "H", "H", "H", "H", "H", "H", "H", "H", "H", "O", "H", "H", "O", "H", "H", "O", "H", "H", "O", "H", "H", "O", "H", "H", "O", "H", "H", "O", "H", "H", "O", "H", "H", "O", "H", "H", "O", "H", "H", "O", "H", "H", "O", "H", "H", "O", "H", "H", "O", "H", "H", "O", "H", "H", "O"],
  "xyz": [[1.4954, -0.1666, -1.0765], [1.0844, 0.7300, -2.2572], [0.2574, 1.9244, -1.8038], [-1.0447, 1.7943, -1.3168], [2.5216, -1.1425, -1.4115], [0.6632, -0.6445, -0.5730], [1.9203, 0.5583, -0.3730], [1.9787, 1.1540, -2.7090], [0.6435, 0.0990, -3.0441], [0.2715, 2.6032, -2.6751], [0.9307, 2.5150, -1.1621], [3.4142, -0.7452, -1.6377], [2.2123, -1.6803, -2.2056], [-3.5441, -0.7305, -2.2495], [-2.9809, -1.4228, -1.0469], [-3.8057, -1.2808, -1.4998], [-0.5701, -1.7665, -4.1101], [-0.1502, -3.2000, -3.5696], [-0.2062, -2.6429, -4.3586], [-1.2297, 2.0969, 1.9456], [-0.8192, 0.7249, 1.2534], [-0.6223, 1.3229, 2.0671], [-0.6706, -2.9680, 0.6433], [-0.8571, -1.6868, -0.1261], [-0.2737, -2.4893, -0.1068], [-2.0650, 0.6944, -3.9256], [-2.1398, 1.2068, -2.5053], [-2.6745, 1.0999, -3.3273], [-0.0637, -2.2360, 3.2258], [0.5783, -3.6039, 3.3267], [0.0325, -3.1003, 2.7300], [3.8899, -1.2440, 1.1336], [2.7451, -1.9311, 1.7593], [3.6347, -1.6314, 1.9674], [-3.3237, 1.9597, -1.1843], [-4.1132, 0.5720, -0.8700], [-3.9825, 1.5152, -0.6518], [-0.2219, 0.0483, 3.2066], [0.8261, -0.2257, 4.2306], [-0.0715, -0.5576, 3.9654], [-1.6088, 2.7050, -0.1620], [-2.6343, 2.9448, 0.8792], [-1.7691, 3.2837, 0.6282], [1.4661, 3.4078, 2.5184], [1.0123, 2.0068, 2.1997], [1.8164, 2.5400, 2.3321], [4.0261, 2.2134, -0.3495], [2.8704, 3.0809, 0.0315], [3.3794, 2.7955, -0.7363], [2.8960, -0.3009, 3.5584], [2.7137, 1.2183, 3.9428], [2.5227, 0.3247, 4.2211], [-3.4861, -0.1129, 1.9524], [-2.1887, -0.4223, 2.7835], [-3.0072, -0.7896, 2.4311], [-2.3146, 0.1754, 0.2930], [-0.9913, 0.8494, -0.5987], [-1.4077, -0.0926, 0.1225], [0.4510, -3.4752, -1.4502], [1.7608, -3.8646, -2.0702], [0.8232, -4.0101, -2.2045]],
  "nbo_charge": [-0.249, -0.435, -0.067, -0.862, -0.858, 0.234, 0.180, 0.210, 0.177, 0.160, 0.166, 0.346, 0.356, 0.487, 0.485, -0.961, 0.458, 0.503, -0.978, 0.506, 0.509, -1.073, 0.502, 0.510, -1.021, 0.459, 0.494, -0.991, 0.509, 0.458, -0.995, 0.476, 0.492, -0.963, 0.487, 0.501, -1.002, 0.496, 0.504, -1.026, 0.498, 0.463, -0.989, 0.467, 0.513, -1.007, 0.463, 0.487, -0.948, 0.505, 0.500, -0.986, 0.462, 0.489, -0.950, 0.473, 0.500, -1.120, 0.515, 0.468, -0.991]
}

No. 2
{
  "formula": "C3H6FNO",
  "method": "wB97M-V/def2-TZVPD",
  "relative_energy_kj_mol": 376.7,
  "e_homo_ev": -9.3,
  "gap_ha": 0.369,
  "symbols": ["C", "C", "C", "N", "O", "F", "H", "H", "H", "H", "H", "H"],
  "xyz": [[0.2417, -0.2753, -0.1439], [-0.8223, -0.5002, -1.7976], [0.2795, -0.0392, 1.5029], [0.2188, 1.0884, 2.0048], [0.9539, 0.8310, -0.5444], [0.4547, -1.1748, 2.2872], [0.8427, -1.2661, -0.3470], [-1.8214, -0.6427, -1.4204], [-0.5446, -1.4175, -2.2969], [-0.5599, 0.5324, -2.0741], [0.5781, 1.6451, -0.1482], [0.1788, 1.2188, 2.9776]],
  "nbo_charge": [0.014, -0.556, 0.651, -0.721, -0.734, -0.356, 0.184, 0.199, 0.210, 0.234, 0.493, 0.381]
}

No. 3
{
  "formula": "C19H49IN7O5P2",
  "method": "wB97M-V/def2-TZVPD",
  "e_homo_ev": -4.4,
  "charge": -1,
  "gap_ha": 0.244,
  "symbols": ["C", "O", "C", "N", "C", "C", "O", "O", "C", "C", "C", "I", "H", "H", "H", "H", "H", "H", "H", "H", "H", "H", "H", "H", "H", "O", "P", "N", "C", "C", "N", "C", "C", "N", "C", "C", "H", "H", "H", "H", "H", "H", "H", "H", "H", "H", "H", "H", "H", "H", "H", "H", "H", "H", "O", "P", "N", "C", "C", "N", "C", "C", "N", "C", "C", "H", "H", "H", "H", "H", "H", "H", "H", "H", "H", "H", "H", "H", "H", "H", "H", "H", "H"],
  "xyz": [[0.6803, 3.7494, -2.5526], [0.9032, 2.4536, -2.0624], [-0.2500, 1.6718, -1.9721], [-1.0433, 1.5713, -3.1875], [-0.5197, 0.5583, -4.1152], [0.8292, 0.8810, -4.7801], [1.1202, 2.0690, -5.0015], [1.4898, -0.1428, -5.0797], [-2.4324, 1.3430, -2.8716], [-3.3832, 2.4655, -3.3604], [-2.8255, 3.2403, -4.5315], [-3.6986, 3.8254, -1.7090], [0.1943, 3.7387, -3.5192], [0.1379, 4.3731, -1.8351], [1.6571, 4.1960, -2.7000], [-0.8802, 1.9890, -1.1420], [0.1127, 0.6731, -1.7050], [-0.4072, -0.3844, -3.5688], [-1.2747, 0.3735, -4.8727], [-2.5828, 1.2240, -1.8029], [-2.8085, 0.4192, -3.3109], [-4.3217, 2.0005, -3.6334], [-2.4746, 2.5537, -5.2937], [-3.5875, 3.9082, -4.9184], [-1.9847, 3.8356, -4.2057], [1.4277, -1.5975, 0.3674], [2.8662, -1.9472, 0.1460], [3.1948, -1.4762, -1.4543], [2.7294, -2.2260, -2.6163], [3.1269, -0.0228, -1.6472], [2.7812, -3.6766, 0.4692], [2.8757, -4.6815, -0.5679], [1.7572, -4.0490, 1.4360], [4.4861, -1.8373, 0.6267], [5.6414, -1.9244, -0.2379], [4.7704, -1.8260, 2.0545], [3.2215, -1.8426, -3.5068], [1.6489, -2.1605, -2.7780], [3.0160, -3.2751, -2.5517], [4.0117, 0.4601, -1.2104], [2.2405, 0.4201, -1.1869], [3.1040, 0.2217, -2.7073], [2.0426, -4.6362, -1.2828], [2.8669, -5.6741, -0.1093], [3.8197, -4.6134, -1.1126], [0.7545, -4.1225, 0.9900], [1.7061, -3.3233, 2.2467], [2.0153, -5.0138, 1.8815], [5.5044, -2.6492, -1.0384], [6.4982, -2.2491, 0.3568], [5.8981, -0.9641, -0.6957], [5.0118, -2.8329, 2.4221], [3.9083, -1.4635, 2.6176], [5.6033, -1.1586, 2.2892], [-1.9600, 0.7579, 0.9897], [-2.4313, 0.4170, 2.3652], [-3.4978, 1.7142, 2.7630], [-3.0524, 3.0357, 3.1567], [-4.6508, 1.7303, 1.8677], [-0.9008, 0.3332, 3.1927], [-0.4473, 1.3489, 4.1139], [0.1904, -0.1281, 2.3174], [-3.2029, -0.6566, 3.4206], [-3.9856, -0.3059, 4.5823], [-2.9176, -2.0768, 3.2581], [-3.9098, 3.5992, 3.5328], [-2.5907, 3.6078, 2.3399], [-2.3529, 2.9882, 3.9902], [-5.3528, 0.9215, 2.1078], [-4.3232, 1.6069, 0.8301], [-5.1998, 2.6677, 1.9344], [-0.2926, 2.3259, 3.6313], [0.5070, 1.0405, 4.5470], [-1.1324, 1.4701, 4.9592], [0.5875, 0.6757, 1.6885], [-0.1546, -0.9189, 1.6728], [1.0007, -0.5388, 2.9251], [-3.5775, 0.5529, 5.1136], [-3.9796, -1.1504, 5.2740], [-5.0305, -0.0843, 4.3384], [-2.1189, -2.4026, 3.9364], [-2.5954, -2.2922, 2.2383], [-3.8073, -2.6834, 3.4443]],
  "lowdin_charge": [-0.121, -0.163, -0.233, -0.128, -0.111, -0.725, -0.046, -0.090, -0.294, -0.716, -0.178, 0.774, 0.055, 0.075, 0.082, 0.098, 0.125, 0.108, 0.110, 0.063, 0.115, 0.065, 0.082, 0.060, 0.048, -0.283, 0.692, -0.315, -0.107, -0.094, -0.302, -0.155, -0.159, -0.330, -0.113, -0.130, 0.082, 0.086, 0.040, 0.073, 0.056, 0.089, 0.080, 0.074, 0.070, 0.081, 0.063, 0.074, 0.073, 0.079, 0.076, 0.079, 0.069, 0.077, -0.272, 0.681, -0.325, -0.125, -0.137, -0.297, -0.156, -0.159, -0.331, -0.118, -0.123, 0.078, 0.089, 0.047, 0.071, 0.038, 0.078, 0.080, 0.076, 0.067, 0.086, 0.038, 0.072, 0.071, 0.080, 0.073, 0.081, 0.077, 0.077]
}

No. 4
{
  "formula": "C4H7N3O2",
  "method": "wB97M-V/def2-TZVPD",
  "relative_energy_kj_mol": 444.0,
  "e_homo_ev": [-6.7, -8.0],
  "gap_ha": [0.221, 0.315],
  "symbols": ["C", "C", "C", "C", "N", "N", "N", "O", "O", "H", "H", "H", "H", "H", "H", "H"],
  "xyz": [[-0.5582, 1.6492, 0.4718], [-0.3849, -0.8508, -0.0273], [0.5292, -1.5745, -1.0358], [0.0659, 0.3379, 0.7350], [1.2339, -0.7924, -1.9276], [1.2653, 0.1625, -2.5370], [1.0085, 0.0971, 1.7165], [-0.3526, 2.7706, 0.9903], [-1.5421, 1.6101, -0.4836], [-1.3409, -0.4959, -0.4906], [-0.7926, -1.5797, 0.6017], [1.3285, -2.0394, -0.5363], [-0.0858, -1.9675, -1.8178], [-2.1146, 2.3875, -0.3284], [0.8462, -0.6723, 2.3797], [0.8943, 0.9574, 2.2895]],
  "nbo_charge": [0.672, -0.507, -0.281, 0.120, -0.109, -0.045, -0.765, -0.623, -0.706, 0.258, 0.222, 0.228, 0.256, 0.505, 0.383, 0.394]
}

No. 5
{
  "formula": "C2H6N4S2",
  "method": "wB97M-V/def2-TZVPD",
  "relative_energy_kj_mol": 534.7,
  "e_homo_ev": -8.1,
  "smiles": "N/N=C\\S/N=C/NS",
  "gap_ha": 0.310,
  "symbols": ["C", "C", "H", "H", "H", "H", "H", "H", "N", "N", "N", "N", "S", "S"],
  "xyz": [[2.1163, 0.8245, -0.0306], [-1.8337, 0.2288, 0.2963], [4.7750, -0.9732, -0.3103], [3.0919, -1.8326, -0.5959], [2.0314, 1.9010, -0.3922], [-1.3807, -0.9337, 0.6407], [-3.3479, 1.5106, -0.7387], [-4.8505, -0.7412, 1.1083], [3.7403, -1.1343, -0.0573], [3.3414, 0.2654, -0.1579], [-0.8190, 1.0525, 0.1418], [-3.1604, 0.5851, -0.1002], [0.6213, -0.1305, 0.3468], [-4.3253, -0.6225, -0.1507]],
  "nbo_charge": [-0.140, 0.235, 0.398, 0.375, 0.239, 0.192, 0.446, 0.101, -0.694, -0.290, -0.547, -0.812, 0.292, 0.204]
}